No. 1
{"formula": "C4H8N2OS2", "method": "the ωB97M-V functional and the def2-TZVPD basis", "elements": ["C", "C", "C", "C", "N", "N", "O", "S", "S", "H", "H", "H", "H", "H", "H", "H", "H"], "coordinates": [[-0.1145, -0.1678, 0.2205], [1.9462, 0.5551, 0.8505], [-2.6327, 0.1368, -0.2705], [-1.2746, -0.4311, -0.6634], [0.9418, 0.7353, -0.1306], [2.2230, -1.0823, 0.1193], [3.1227, 1.1524, 0.8688], [0.7540, -1.8480, 0.4791], [1.8947, -0.0752, -1.4525], [-0.5246, 0.1079, 1.1808], [1.6760, 0.3156, 1.8411], [-3.2638, -0.6798, -0.3381], [-3.0124, 0.8358, -0.9717], [-2.6487, 0.4302, 0.7498], [-1.1511, -0.0910, -1.7369], [-1.3175, -1.5632, -0.8221], [3.3815, 1.6692, 0.0759]], "mulliken_charge": [-0.0436, 0.1381, -1.1973, -0.4097, -0.3548, -0.2704, -0.4427, -0.0304, -0.0230, 0.3539, 0.3275, 0.3346, 0.3035, 0.3944, 0.2274, 0.3432, 0.3494], "orbital_gap_ha": 0.3087, "homo_energy_ha": -0.3091}

No. 2
{"formula": "C25H27MoN5O3", "method": "the ωB97M-V functional and the def2-TZVPD basis", "elements": ["N", "C", "C", "H", "H", "H", "N", "C", "C", "H", "H", "H", "N", "C", "C", "H", "H", "H", "Mo", "C", "O", "C", "O", "C", "C", "C", "C", "C", "C", "H", "H", "H", "H", "H", "H", "C", "N", "N", "C", "O", "C", "C", "C", "C", "C", "C", "C", "C", "C", "H", "H", "H", "H", "H", "H", "H", "H", "H", "H", "H", "H"], "coordinates": [[0.2290, 1.7186, -1.9038], [0.3799, 2.8487, -1.6582], [0.5085, 4.2498, -1.3411], [-0.5029, 4.7030, -1.3029], [1.1171, 4.7495, -2.1244], [1.0052, 4.3623, -0.3554], [3.1247, -1.5517, -2.3248], [3.8588, -2.4431, -2.3799], [4.9815, -3.3604, -2.3533], [5.7422, -2.9985, -3.0733], [4.6412, -4.3770, -2.6207], [5.3943, -3.3679, -1.3257], [-1.6877, -1.0181, -1.8201], [-2.6274, -1.6865, -1.6977], [-3.8707, -2.4047, -1.5143], [-3.7292, -3.1961, -0.7513], [-4.1702, -2.8670, -2.4746], [-4.6475, -1.6947, -1.1681], [0.6126, -0.4542, -2.1400], [0.6029, -2.2557, -1.2355], [0.4907, -3.2082, -0.5706], [1.7723, 0.1947, -0.5544], [2.3432, 0.5979, 0.3687], [1.2276, 0.6601, -4.5354], [-0.1740, 0.7214, -4.4339], [-0.9254, -0.4632, -4.3802], [-0.2884, -1.7152, -4.3994], [1.1095, -1.7783, -4.5233], [1.8577, -0.5932, -4.6167], [1.8258, 1.5703, -4.5609], [-0.6840, 1.6763, -4.3583], [-2.0048, -0.3941, -4.3143], [-0.8757, -2.6310, -4.3833], [1.5939, -2.7403, -4.6862], [2.9253, -0.6363, -4.8186], [-1.5636, 0.0737, 5.2483], [-1.4493, -0.2883, 3.8489], [-1.1582, 0.6616, 2.9393], [-1.3501, 0.1742, 1.6349], [-0.9842, 0.7841, 0.6283], [-1.9818, -1.1041, 1.8522], [-2.0411, -1.3216, 3.2046], [-2.6360, -2.4239, 3.9800], [-0.3259, 1.7582, 3.2091], [0.7404, 1.6478, 4.1041], [1.5795, 2.7515, 4.2612], [1.3989, 3.8743, 3.4468], [0.3525, 3.9480, 2.5172], [-0.5062, 2.8718, 2.3814], [-2.1663, -0.6773, 5.7489], [-2.0360, 1.0497, 5.3700], [-0.5905, 0.1036, 5.7320], [-2.2900, -1.7233, 1.0237], [-1.9412, -2.8047, 4.7428], [-3.5625, -2.1036, 4.4834], [-2.8880, -3.2467, 3.2999], [0.9281, 0.7046, 4.6281], [2.3748, 2.7165, 5.0070], [2.0724, 4.7194, 3.5291], [0.1566, 4.8179, 1.8916], [-1.2879, 2.8194, 1.6188]], "lowdin_spin": [-0.0033, 0.0025, 0.0004, 0.0000, 0.0002, -0.0001, 0.0498, 0.0056, 0.0006, 0.0001, 0.0005, -0.0002, -0.0033, 0.0041, 0.0009, 0.0003, 0.0003, 0.0001, 0.8475, 0.0076, 0.0174, 0.0118, 0.0158, -0.0057, -0.0188, 0.0003, -0.0039, 0.0043, 0.0406, -0.0002, -0.0004, 0.0001, -0.0001, 0.0004, 0.0013, 0.0197, 0.1298, 0.0463, 0.0087, 0.0617, 0.2921, 0.0708, 0.0054, 0.1018, 0.0409, 0.0207, 0.1200, 0.0183, 0.0495, 0.0009, 0.0050, 0.0109, 0.0134, 0.0012, 0.0023, -0.0002, -0.0004, -0.0005, 0.0046, -0.0008, 0.0015], "orbital_gap_ha": [0.1769, 0.1247], "multiplicity": 3, "homo_energy_ha": [-0.7068, -0.6697], "total_charge": 4}

No. 3
{"formula": "C25H65GaN15O29S2", "method": "the ωB97M-V functional and the def2-TZVPD basis", "elements": ["C", "C", "C", "Ga", "O", "C", "C", "C", "S", "C", "S", "N", "C", "C", "C", "C", "H", "H", "H", "H", "H", "H", "H", "H", "H", "H", "H", "H", "H", "H", "H", "H", "H", "H", "H", "H", "H", "H", "H", "C", "N", "O", "O", "H", "H", "H", "C", "N", "O", "O", "H", "H", "H", "C", "N", "O", "O", "H", "H", "H", "C", "N", "O", "O", "H", "H", "H", "C", "N", "O", "O", "H", "H", "H", "C", "N", "O", "O", "H", "H", "H", "C", "N", "O", "O", "H", "H", "H", "C", "N", "O", "O", "H", "H", "H", "C", "N", "O", "O", "H", "H", "H", "C", "N", "O", "O", "H", "H", "H", "C", "N", "O", "O", "H", "H", "H", "C", "N", "O", "O", "H", "H", "H", "C", "N", "O", "O", "H", "H", "H", "C", "N", "O", "O", "H", "H", "H"], "coordinates": [[4.9668, -4.7543, 1.2573], [4.6475, -3.7834, 0.1667], [5.8840, -3.1000, -0.6824], [6.4747, -1.2471, 0.0393], [6.0523, -1.2392, 1.9213], [5.4048, 0.3303, -0.7905], [3.8112, -0.0314, -1.0278], [3.6342, -0.4290, -2.6310], [2.4281, -1.8496, -2.8214], [0.8978, -1.5253, -1.7239], [-0.4476, -0.8453, -2.5590], [0.8682, -1.8798, -0.2226], [0.0440, -3.1464, -0.1459], [0.8990, -4.5070, -0.6095], [0.2889, -0.7475, 0.5953], [0.2523, -1.0032, 2.2140], [4.8230, -4.3612, 2.3721], [5.3768, -5.8372, 1.0856], [3.4984, -3.5773, -0.0520], [5.6758, -3.0424, -1.8412], [6.8120, -3.8216, -0.5528], [8.0230, -0.9591, -0.2429], [6.4953, -2.0712, 2.2655], [5.4602, 1.3255, -0.1713], [5.8951, 0.5504, -1.8353], [3.1688, 0.9368, -0.8633], [3.4225, -0.9127, -0.3350], [3.3485, 0.4996, -3.3075], [4.6807, -0.8184, -3.0355], [-0.3729, -3.3991, 0.9246], [-0.9094, -3.1422, -0.8643], [1.5564, -4.3090, -1.5795], [0.1632, -5.3935, -0.9200], [1.6239, -4.8441, 0.2503], [1.0012, 0.1918, 0.4088], [-0.7863, -0.4033, 0.2761], [1.1729, -1.5790, 2.6508], [-0.7000, -1.6917, 2.4200], [0.0373, -0.0063, 2.8327], [-3.5724, -1.6064, 4.8386], [-2.7452, -0.7526, 3.9437], [-2.2238, 0.2515, 4.4426], [-2.6430, -1.1145, 2.7658], [-3.5743, -1.1706, 5.8400], [-4.5835, -1.6322, 4.4272], [-3.1233, -2.6016, 4.8520], [3.0914, 4.5581, -1.2574], [4.2859, 3.8428, -1.7821], [4.4611, 3.8559, -3.0061], [5.0136, 3.2882, -0.9504], [2.5454, 4.9962, -2.0957], [2.4724, 3.8263, -0.7343], [3.4454, 5.3368, -0.5787], [-3.7948, -0.4835, -3.0970], [-4.6810, 0.7029, -3.2413], [-5.3845, 1.0054, -2.2704], [-4.6454, 1.2969, -4.3252], [-3.9288, -0.9052, -2.0985], [-4.0843, -1.2062, -3.8627], [-2.7661, -0.1456, -3.2380], [-0.8858, 3.4239, -4.0409], [0.0305, 4.0793, -3.0689], [1.1958, 4.2752, -3.4331], [-0.4461, 4.3784, -1.9678], [-0.3356, 3.2181, -4.9616], [-1.2386, 2.4957, -3.5868], [-1.7117, 4.1123, -4.2309], [-6.3295, 0.6975, 1.8342], [-6.6846, -0.4333, 2.7337], [-7.5072, -1.2548, 2.3125], [-6.1276, -0.4640, 3.8372], [-6.8915, 0.5981, 0.9030], [-6.5956, 1.6235, 2.3481], [-5.2557, 0.6428, 1.6442], [-1.2085, 6.0854, 0.9730], [-0.2922, 6.7408, 1.9449], [0.8731, 6.9366, 1.5808], [-0.7688, 7.0399, 3.0460], [-0.6583, 5.8795, 0.0523], [-1.5613, 5.1571, 1.4270], [-2.0344, 6.7738, 0.7829], [4.1229, -9.3014, 0.0306], [3.1429, -8.2223, 0.3288], [2.5019, -8.3151, 1.3822], [3.0446, -7.3129, -0.5031], [4.1036, -10.0306, 0.8434], [3.8249, -9.7661, -0.9115], [5.1086, -8.8386, -0.0488], [-5.3504, 5.5873, -2.8483], [-3.8864, 5.3771, -2.6856], [-3.4363, 5.3972, -1.5341], [-3.2307, 5.1981, -3.7185], [-5.7983, 5.7312, -1.8627], [-5.4889, 6.4755, -3.4682], [-5.7594, 4.6977, -3.3315], [-4.1504, 2.5273, -7.7493], [-2.6864, 2.3171, -7.5866], [-2.2363, 2.3372, -6.4351], [-2.0307, 2.1381, -8.6195], [-4.5983, 2.6712, -6.7637], [-4.2889, 3.4155, -8.3692], [-4.5594, 1.6377, -8.2326], [-2.9361, 6.8554, 5.8787], [-4.2347, 6.6551, 5.1806], [-4.2341, 6.7452, 3.9474], [-5.2178, 6.4133, 5.8904], [-2.1628, 7.0592, 5.1349], [-3.0533, 7.7042, 6.5556], [-2.7117, 5.9381, 6.4268], [-1.8085, 3.2343, 4.5812], [-0.8922, 3.8898, 5.5532], [0.2731, 4.0856, 5.1890], [-1.3688, 4.1888, 6.6543], [-1.2583, 3.0285, 3.6606], [-2.1613, 2.3061, 5.0353], [-2.6344, 3.9228, 4.3912], [5.2677, -2.8096, 5.3366], [6.4622, -3.5250, 4.8118], [6.6374, -3.5118, 3.5878], [7.1900, -4.0796, 5.6435], [4.7217, -2.3716, 4.4983], [4.6488, -3.5414, 5.8596], [5.6217, -2.0310, 6.0152], [6.1420, -6.0743, -3.2638], [6.0298, -7.4720, -2.7660], [5.9141, -8.3665, -3.6119], [6.0610, -7.6314, -1.5403], [6.1000, -6.0835, -4.3551], [5.3041, -5.5090, -2.8504], [7.0985, -5.6771, -2.9181], [-8.0504, -1.9060, -1.2143], [-6.5864, -2.1162, -1.0516], [-6.1363, -2.0962, 0.0999], [-5.9307, -2.2953, -2.0845], [-8.4983, -1.7621, -0.2287], [-8.1889, -1.0178, -1.8342], [-8.4594, -2.7956, -1.6976]], "mulliken_charge": [-0.5445, 0.4956, -0.3990, 0.5062, -0.6569, -0.9164, 0.3637, -0.5675, -0.1295, -0.4864, -0.1326, 0.4466, -0.1457, -0.8769, 0.0239, -0.5846, -0.0554, 0.1026, -0.1600, 0.0092, 0.2473, -0.3849, 0.2783, 0.2652, 0.2989, -0.2045, 0.0632, 0.2778, 0.3656, 0.2053, 0.1448, 0.0811, 0.3886, 0.2666, 0.0258, 0.1380, 0.2395, 0.0145, 0.2153, -0.7944, 0.9086, -0.5771, -0.5156, 0.3183, 0.2843, 0.3040, -0.7095, 0.9384, -0.5603, -0.5133, 0.3166, 0.2259, 0.3028, -0.3244, 0.9002, -0.5319, -0.5003, 0.3542, 0.3155, -0.2419, -0.7198, 0.9273, -0.5846, -0.4691, 0.3432, 0.2339, 0.3181, -0.7139, 0.9490, -0.4775, -0.6304, 0.2332, 0.3496, 0.2632, -0.6069, 0.9235, -0.5225, -0.5594, 0.2627, 0.1911, 0.2887, -0.7294, 0.8593, -0.5697, -0.4126, 0.3179, 0.2685, 0.2871, -0.7905, 0.8446, -0.4481, -0.5680, 0.3208, 0.2969, 0.2661, -0.7149, 0.8421, -0.4583, -0.5187, 0.2321, 0.3060, 0.2946, -0.4974, 0.9086, -0.5060, -0.5630, 0.1633, 0.3141, 0.2175, -0.6163, 0.9950, -0.5321, -0.6064, 0.2654, 0.3083, 0.2212, -0.7709, 0.8607, -0.5034, -0.5628, 0.2702, 0.2955, 0.3189, -0.6331, 0.8587, -0.5629, -0.5058, 0.3172, 0.2245, 0.2715, -0.7811, 0.9257, -0.4669, -0.5290, 0.2636, 0.2979, 0.2951], "orbital_gap_ha": 0.1560, "homo_energy_ha": -0.1313, "total_charge": -1}

No. 4
{"formula": "C3H5N", "method": "the ωB97M-V functional and the def2-TZVPD basis", "elements": ["C", "C", "C", "N", "H", "H", "H", "H", "H"], "coordinates": [[-0.1170, -0.2299, 0.5076], [-0.6123, -0.5555, -0.7987], [0.5485, 0.4449, -0.4778], [-0.3533, -0.1112, 2.4978], [-0.2122, -1.3204, -1.4568], [-1.5604, -0.2184, -1.1707], [0.4694, 1.5751, -0.5473], [1.3661, -0.0333, -0.9982], [0.4712, 0.4488, 2.4442]], "mulliken_charge": [-0.1281, -0.4773, -0.2832, -0.2915, 0.2429, 0.2578, 0.2447, 0.2130, 0.2218], "orbital_gap_ha": [0.2836, 0.3926], "homo_energy_ha": [-0.2987, -0.3830]}

No. 5
{"formula": "C49H59N7O2P2SSi2Zr", "method": "the ωB97M-V functional and the def2-TZVPD basis", "elements": ["Zr", "C", "C", "N", "N", "C", "N", "S", "C", "C", "C", "C", "C", "N", "H", "H", "H", "H", "H", "H", "H", "H", "H", "O", "P", "C", "P", "O", "C", "C", "C", "C", "C", "C", "C", "C", "C", "C", "C", "C", "C", "C", "C", "C", "C", "C", "C", "C", "C", "C", "C", "C", "H", "H", "H", "H", "H", "H", "H", "H", "H", "H", "H", "H", "H", "H", "H", "H", "H", "H", "H", "H", "H", "H", "C", "Si", "C", "C", "C", "C", "C", "C", "C", "C", "N", "Si", "C", "C", "C", "H", "H", "H", "H", "H", "H", "H", "H", "H", "H", "H", "H", "H", "H", "H", "H", "H", "H", "H", "H", "H", "H", "C", "N", "C", "C", "N", "C", "H", "H", "H", "H", "H", "H"], "coordinates": [[0.1641, -0.2675, -0.0027], [-3.9431, 1.7556, -1.0771], [-2.7724, 1.0932, -0.4366], [-1.7648, 0.6327, -1.0681], [-1.7739, 0.7848, -2.4359], [-1.3182, -0.3027, -2.9992], [-1.2900, -0.3424, -4.3422], [-0.7359, -1.6750, -2.1143], [-2.7124, 0.9178, 1.0264], [-3.7895, 1.1933, 1.8553], [-3.6749, 0.9643, 3.2169], [-2.4857, 0.4611, 3.7162], [-1.4579, 0.2088, 2.8286], [-1.5556, 0.4433, 1.5166], [-3.9121, 1.6106, -2.1502], [-3.9204, 2.8308, -0.8699], [-4.8805, 1.3573, -0.6867], [-1.8344, 0.3394, -4.8501], [-1.0654, -1.2093, -4.7965], [-4.7103, 1.5757, 1.4391], [-4.5104, 1.1663, 3.8755], [-2.3494, 0.2488, 4.7682], [-0.5249, -0.2170, 3.1670], [1.3431, 0.6187, 1.6669], [1.6152, 1.7958, 2.6070], [0.4177, 3.1115, 2.3043], [0.2365, 3.4760, 0.5343], [0.1238, 2.1693, -0.1984], [-1.1951, 4.5454, 0.4096], [-2.3772, 4.2248, 1.0836], [-3.4964, 5.0288, 0.9575], [-3.4451, 6.1644, 0.1549], [-2.2767, 6.4901, -0.5172], [-1.1521, 5.6862, -0.3901], [1.6552, 4.4325, 0.0178], [2.1911, 4.1719, -1.2383], [3.2806, 4.9048, -1.6880], [3.8347, 5.8909, -0.8826], [3.2964, 6.1547, 0.3730], [2.2026, 5.4327, 0.8205], [3.2235, 2.5434, 2.3744], [3.8007, 2.5538, 1.1073], [4.9959, 3.2176, 0.8900], [5.6161, 3.8857, 1.9382], [5.0362, 3.8967, 3.2002], [3.8409, 3.2293, 3.4222], [1.4849, 1.3707, 4.3408], [0.4229, 1.7881, 5.1427], [0.3771, 1.4238, 6.4806], [1.3904, 0.6442, 7.0227], [2.4572, 0.2327, 6.2321], [2.5083, 0.5982, 4.8982], [0.6924, 3.9974, 2.8837], [-0.5618, 2.7749, 2.6483], [-2.4335, 3.3459, 1.7133], [-4.4084, 4.7800, 1.4885], [-4.3183, 6.7987, 0.0601], [-2.2364, 7.3760, -1.1401], [-0.2435, 5.9528, -0.9184], [1.7587, 3.3962, -1.8561], [3.6903, 4.7141, -2.6742], [4.6827, 6.4656, -1.2361], [3.7262, 6.9278, 0.9981], [1.7823, 5.6586, 1.7973], [3.2974, 2.0634, 0.2887], [5.4393, 3.2251, -0.0996], [6.5537, 4.4045, 1.7720], [5.5201, 4.4176, 4.0177], [3.4036, 3.2355, 4.4131], [-0.3733, 2.4053, 4.7393], [-0.4444, 1.7579, 7.1041], [1.3546, 0.3634, 8.0689], [3.2518, -0.3679, 6.6593], [3.3465, 0.2859, 4.2872], [2.8257, -5.0336, -1.0444], [2.5871, -3.1631, -1.1648], [4.3898, -2.5830, -1.1891], [2.0572, -2.9126, -2.9428], [1.4854, -2.3164, 0.2008], [0.1906, -2.9928, 0.4562], [-0.1513, -4.3453, 0.3327], [-1.4184, -4.7637, 0.6720], [-2.3689, -3.8441, 1.1199], [-1.9993, -2.5286, 1.1893], [-0.7579, -2.1219, 0.8725], [2.3887, -2.4859, 1.8965], [1.2058, -2.2407, 3.3497], [3.8671, -1.3442, 2.1327], [3.0958, -4.1976, 2.1995], [3.3597, -5.2748, -1.9731], [1.9404, -5.6756, -1.0423], [3.4682, -5.3467, -0.2287], [4.9533, -3.4253, -1.6088], [4.8564, -2.3413, -0.2335], [4.5402, -1.7481, -1.8788], [2.8359, -3.4090, -3.5377], [2.0171, -1.8630, -3.2404], [1.0995, -3.3699, -3.1968], [0.5870, -5.0591, -0.0050], [-1.6757, -5.8142, 0.5922], [-3.3695, -4.1483, 1.3955], [-2.7021, -1.7669, 1.4943], [0.1815, -2.5667, 3.1591], [1.1799, -1.2117, 3.7065], [1.5809, -2.8503, 4.1793], [3.6939, -0.2926, 1.9088], [4.7338, -1.6843, 1.5613], [4.1716, -1.4192, 3.1855], [2.4157, -5.0183, 1.9513], [3.3044, -4.2602, 3.2749], [4.0400, -4.3680, 1.6819], [5.1986, 0.8023, -2.4492], [3.7433, 0.7864, -2.3421], [2.8461, 1.2027, -3.3012], [1.6086, 0.9577, -2.8040], [1.7376, 0.3708, -1.5598], [3.0349, 0.2805, -1.3255], [5.5309, 0.0853, -3.1965], [5.6239, 0.5328, -1.4852], [5.5339, 1.7988, -2.7263], [3.1698, 1.6319, -4.2366], [0.6452, 1.1633, -3.2357], [3.4861, -0.1619, -0.4520]], "mulliken_charge": [-1.8121, -1.8998, 0.3008, 1.6572, -1.9097, 0.2818, -0.2975, -0.4323, 0.4571, -0.4206, -1.2940, -1.6097, -0.2354, 2.0716, 0.4772, 0.1643, 0.4805, 0.2776, 0.2575, 0.5346, 0.4908, 0.6616, -0.0938, 1.8020, 0.7314, -1.1594, 1.3038, 0.2768, 0.6619, -0.6334, -0.7243, -0.6898, -0.7754, -1.0189, 0.7492, -0.5771, -0.7674, -0.6997, -0.8187, -0.4696, 0.9003, 0.7187, -0.3506, -1.0039, -0.9337, -1.1656, 0.5188, -0.7539, -0.7152, -0.8116, -0.8480, -0.0958, 1.0327, 0.0818, 0.2643, 0.4834, 0.4106, 0.4563, 0.4502, 0.5053, 0.4692, 0.4477, 0.4657, 0.4241, -0.4983, 0.5555, 0.4549, 0.4883, 0.5134, 0.4087, 0.4804, 0.4234, 0.4860, 0.4793, -1.4285, 0.3660, -0.8238, -1.4641, 3.9937, -1.8327, -0.7695, -1.0110, -1.2136, -0.6168, 1.9349, 0.6449, -0.6404, -0.9907, -1.4261, 0.4419, 0.4926, 0.4412, 0.6823, 0.0945, 0.1648, 0.5245, 0.1455, 0.3999, 0.2278, 0.4929, 0.5070, 0.2662, 0.1758, -0.2857, 0.7181, -0.1195, 0.6624, 0.4837, 0.2936, 0.3793, 0.3464, -1.0212, 0.7385, -1.5655, -0.9350, 1.7554, -2.5159, 0.3600, 0.3662, 0.3448, 0.5743, 0.5539, 1.0457], "orbital_gap_ha": 0.2597, "homo_energy_ha": -0.4523, "total_charge": 2}

| no. | E (a.u.) |
| --- | --- |
| 1 | -1138.1995 |
| 2 | -1534.9100 |
| 3 | -6714.3567 |
| 4 | -171.7807 |
| 5 | -4143.2200 |